Entry 1:
Molecular formula: C2H5B
Method: DFT, ωB97M-V/def2-TZVPD

XYZ file:
```
8
Properties=species:S:1:pos:R:3:forces:R:3:nbo_charge:R:1
B -0.924 0.354 -0.034 -0.8833 0.9155 0.6700 0.567
C 0.084 -0.805 -0.037 -1.2673 -1.1691 1.1707 -0.726
C 0.582 0.629 0.078 -1.5496 -0.2601 -1.2986 -0.755
H -2.089 0.846 0.200 1.8242 -0.9847 -0.5127 -0.039
H -0.051 -1.481 0.807 0.1340 0.1055 0.1800 0.229
H 0.431 -1.356 -0.885 0.1382 -0.1597 -0.4125 0.236
H 0.865 0.646 -0.963 0.9848 1.4728 -0.1846 0.248
H 1.101 1.166 0.833 0.6189 0.0798 0.3877 0.239
```
Positions in Å, forces in eV/Å.

As for the SMILES: B1CC1. The value obtained for the energy relative to the best compared isomer or geometry (same formula, charge and spin) is 22.5 kcal/mol. The net charge is 0. For the electronic energy, the calculation gives -103.956557 a.u. The calculation puts the LUMO energy at 0.73 eV. For the HOMO-LUMO gap, the calculation gives 10.31 eV. The value obtained for the HOMO energy is -0.3518 Ha.

***

Entry 2:
Molecular formula: C3H2IOP
Method: DFT, ωB97M-V/def2-TZVPD

XYZ file:
```
8
Properties=species:S:1:pos:R:3:forces:R:3:nbo_charge:R:1
I 1.958 1.705 -0.156 -0.3551 -0.2810 0.0517 0.164
C 0.385 0.325 -0.039 0.1217 0.4292 0.2602 -0.271
C -0.636 0.415 0.859 0.4356 0.1078 -0.2609 0.115
O -1.523 -0.575 0.748 -0.4078 0.2546 0.5405 -0.668
P -1.180 -1.663 -0.436 0.8398 0.1067 -0.5872 0.880
C 0.242 -0.804 -0.866 -0.6861 -0.6239 0.0320 -0.681
H -0.811 1.155 1.617 -0.0780 0.0655 0.1175 0.209
H 0.931 -1.073 -1.645 0.1300 -0.0589 -0.1538 0.252
```
Positions in Å, forces in eV/Å.

As for the SMILES: Ic1copc1. The value obtained for the energy relative to the best compared isomer or geometry (same formula, charge and spin) is 0.0 kcal/mol. The net charge is 0. For the electronic energy, the calculation gives -829.788565 a.u. The calculation puts the LUMO energy at 0.32 eV. For the HOMO-LUMO gap, the calculation gives 9.03 eV. The value obtained for the HOMO energy is -0.3199 Ha.

***

Entry 3:
Molecular formula: CH2P2S3
Method: DFT, ωB97M-V/def2-TZVPD

XYZ file:
```
8
Properties=species:S:1:pos:R:3:forces:R:3:nbo_charge:R:1
C 0.491 0.378 0.556 -1.8802 -0.6204 -2.9865 -0.925
P -0.338 0.736 2.215 0.2417 -0.3697 -1.2315 0.620
P 1.346 2.170 0.249 -1.7741 -2.1296 1.3693 0.610
S 1.478 1.739 2.450 0.7147 1.1541 -0.4863 -0.312
S -1.609 2.382 1.702 0.5597 -0.6114 -0.4589 -0.164
S -0.517 3.166 0.070 0.3869 0.1868 0.3891 -0.175
H 1.250 -0.397 0.410 -0.1749 0.1754 0.9132 0.231
H -0.542 -0.478 -0.677 1.9261 2.2147 2.4916 0.115
```
Positions in Å, forces in eV/Å.

The value obtained for the energy relative to the best compared isomer or geometry (same formula, charge and spin) is 69.2 kcal/mol. The net charge is 0. For the electronic energy, the calculation gives -1916.502836 a.u. The calculation puts the LUMO energy at -0.62 eV. For the HOMO-LUMO gap, the calculation gives 8.30 eV. The value obtained for the HOMO energy is -0.3281 Ha.

***

Entry 4:
Molecular formula: C4H12NO2
Method: DFT, ωB97M-V/def2-TZVPD

XYZ file:
```
19
Properties=species:S:1:pos:R:3:forces:R:3:nbo_charge:R:1
C 1.688 -0.302 -0.858 1.4572 -0.3976 -1.5237 -0.651
C 1.084 -1.606 -0.323 0.4639 0.8343 1.7689 -0.215
N -0.046 -1.402 0.609 -0.1151 0.1127 -0.5470 -0.645
C -1.118 -0.580 0.028 -0.4341 0.5879 -1.1475 -0.258
C -1.645 0.470 1.063 -1.2859 -1.0629 1.2000 -0.041
O -0.818 1.491 1.331 -0.8108 0.1181 -0.6415 -0.842
H 1.978 0.495 -0.203 -1.1739 0.4122 1.2192 0.242
H 2.733 -0.441 -1.205 -0.3976 -0.7963 -0.5750 0.187
H 1.142 0.101 -1.704 -0.0532 0.2464 0.0062 0.200
H 1.913 -2.064 0.257 -0.6260 -0.2821 -0.2944 0.176
H 0.749 -2.297 -1.102 0.2520 0.2203 -0.1050 0.178
H 0.259 -0.875 1.418 0.3837 0.0730 0.0191 0.362
H -0.746 -0.018 -0.897 -0.5128 -0.4929 1.1637 0.158
H -1.940 -1.237 -0.346 0.3092 0.2853 0.3449 0.155
H -1.729 -0.069 2.040 -0.5607 -0.6187 -0.3844 0.112
H -2.731 0.809 0.823 1.1510 -0.5962 -0.1890 0.098
H -0.910 2.227 0.276 3.0286 0.9484 1.1368 0.484
H 0.216 2.352 -0.962 -0.0413 0.5875 0.4539 0.410
O -0.077 2.948 -0.244 -1.0344 -0.1793 -1.9052 -1.109
```
Positions in Å, forces in eV/Å.

The value obtained for the energy relative to the best compared isomer or geometry (same formula, charge and spin) is 42.9 kcal/mol. The net charge is -1. For the electronic energy, the calculation gives -364.787143 a.u. The calculation puts the LUMO energy at 3.92 eV. For the HOMO-LUMO gap, the calculation gives 7.10 eV. The value obtained for the HOMO energy is -0.1171 Ha.

***

Largest force on an atom? In order: 2.14; 1.03; 3.85; 3.37 eV Å⁻¹.